1) Below is a single C3H4FNO molecule, with properties calculated with wB97M-V/def2-TZVPD.

Calculated values
Orbital gap (spin up / spin down)   8.80 / 8.20 eV

```
! RIJCOSX wB97M-V def2-TZVPD def2/J DEFGRID3
* xyz 0 1
C -1.7568 0.0350 0.3248
C 0.8657 0.7011 -0.2863
C 0.4152 -0.6897 0.2889
N 0.0856 1.7167 0.1597
O -0.9313 -0.8916 -0.0655
F -2.9348 -0.1634 -0.2419
H 1.9188 0.8602 -0.0037
H 0.8193 0.6283 -1.3923
H 0.9837 -1.5049 -0.1622
H 0.5348 -0.6917 1.3785
*
```

Löwdin atomic charges, in units of e: -0.12, -0.37, -0.18, 0.16, -0.05, 0.06, 0.12, 0.13, 0.13, 0.12

***

2) Below is a molecular structure, C3H4FNO, with properties calculated with wB97M-V/def2-TZVPD.

Calculated values
Orbital gap (spin up / spin down)   8.18 / 8.18 eV

```
! RIJCOSX wB97M-V def2-TZVPD def2/J DEFGRID3
* xyz 0 1
C 0.6115 0.4233 -0.8767
C 1.1500 1.1697 0.1091
C 0.0001 -0.3561 0.1891
N -0.6190 -1.4993 0.3818
O 0.5919 0.3847 1.1675
F -1.9116 0.9666 -0.2328
H 0.5576 0.4308 -1.9407
H 1.7168 2.0569 0.2875
H -1.1287 -1.8917 -0.3955
H -0.9686 -1.6848 1.3106
*
```

Löwdin atomic charges, in units of e: 0.04, 0.02, -0.33, 0.26, 0.05, -0.57, 0.11, 0.13, 0.14, 0.15

***

3) Below is a single C3H4FNO molecule, with properties calculated with wB97M-V/def2-TZVPD.

Calculated values
SMILES string   [H]/N=C/CC(=O)F
Orbital gap   11.52 eV

```
! RIJCOSX wB97M-V def2-TZVPD def2/J DEFGRID3
* xyz 0 1
H -1.9847 0.4940 1.6666
N -1.4964 -0.0814 1.0120
C -0.9099 0.6335 0.0948
C 0.1078 -0.2580 -0.7167
C 1.5038 -0.3801 -0.1102
O 2.4122 -0.7128 -0.7374
F 1.6861 -0.0381 1.1875
H -1.0608 1.6862 -0.1447
H -0.2949 -1.2643 -0.4581
H 0.0369 -0.0790 -1.7939
*
```

Löwdin atomic charges, in units of e: 0.03, 0.09, -0.18, -0.07, -0.50, 0.18, 0.10, 0.11, 0.12, 0.12

***

Energy ordering: 3) at the bottom, the next structure 3.168 eV above.

***

1) Below is 2 unconnected molecules or ions with the total composition C3H7ClN2O, with properties calculated with wB97M-V/def2-TZVPD.

Calculated values
Orbital gap   8.22 eV

```
! RIJCOSX wB97M-V def2-TZVPD def2/J DEFGRID3
* xyz 0 1
C 0.5235 -2.1164 0.4527
C 0.3508 -1.2637 1.6012
C -0.2899 1.7576 0.2518
N -0.9722 1.0436 -1.7100
N -0.2025 0.9664 -0.6918
O 1.3468 -0.9585 0.3702
Cl -1.1987 3.2530 0.2173
H 1.0616 -3.0354 0.5107
H -0.1210 -1.9831 -0.4154
H 1.1472 -1.4052 2.3002
H 0.2199 1.7910 1.2448
H -1.5859 1.7817 -1.8914
H -1.0650 0.3343 -2.3747
H 0.7853 -0.1652 0.1345
*
```

Löwdin atomic charges, in units of e: -0.25, -0.06, -0.60, 0.04, -0.13, -0.10, 0.60, 0.10, 0.10, 0.02, 0.09, 0.05, 0.09, 0.04

***

2) Below is 2 unconnected molecules or ions with the total composition C3H7ClN2O, with properties calculated with wB97M-V/def2-TZVPD.

Calculated values
SMILES string   [H]/N=C(\Cl)[C@H]1CO1.N
Orbital gap   11.09 eV

```
! RIJCOSX wB97M-V def2-TZVPD def2/J DEFGRID3
* xyz 0 1
H -1.5025 -0.5690 -1.6793
N -1.1386 -0.7857 -0.7884
C 0.0520 -0.5179 -0.5840
Cl 1.1062 0.4325 -1.6978
C 0.9424 -0.9504 0.4987
C 2.1080 -1.7409 0.0813
O 2.2557 -0.5022 0.6412
H 0.3319 -1.1446 1.4239
H 2.3787 -2.7231 0.7031
H 2.5261 -1.7750 -0.9756
N -2.0041 2.6592 0.7582
H -1.9818 2.2658 -0.2591
H -2.4457 1.8985 1.2288
H -2.6281 3.4528 0.6490
*
```

Löwdin atomic charges, in units of e: 0.04, 0.13, -0.69, 0.65, -0.35, -0.18, -0.05, 0.17, 0.15, 0.12, -0.01, 0.04, -0.02, 0.00

***

Energy ordering: 2) at the bottom, the next structure 3.976 eV above.

***

1) Below is 8 unconnected molecules or ions with the total composition C4H27N3O7, with properties calculated with wB97M-V/def2-TZVPD.

Calculated values
Orbital gap   9.72 eV

```
! RIJCOSX wB97M-V def2-TZVPD def2/J DEFGRID3
* xyz 2 1
C -0.0263 -1.7500 1.9145
C -0.9181 -1.4997 0.7539
C -0.3019 -0.6344 -0.3700
C 0.7393 -1.1427 -1.0235
N 1.2983 -0.6541 -2.3174
N -0.8405 0.6310 -0.3875
N -0.1038 -0.5660 2.8442
H -0.1769 -2.6182 2.5754
H 1.0493 -1.7685 1.6477
H -1.8754 -0.9562 0.9600
H -1.3152 -2.3990 0.2707
H 1.1028 -2.1527 -0.9091
H 1.3052 0.3620 -2.4473
H 2.3017 -0.8923 -2.3091
H 0.9570 -1.0200 -3.2101
H -0.3804 1.2693 -1.0193
H -1.8298 0.7421 -0.2362
H -1.0410 -0.4544 3.2661
H 0.1496 0.3717 2.4963
H 0.5964 -0.5842 3.5904
H -3.6527 -1.5824 2.7318
H -3.4013 -0.1170 2.2079
O -3.0491 -0.8417 2.7258
H 1.6119 1.7387 1.2807
H 2.4845 1.2670 2.4469
O 1.9343 0.9365 1.7178
H -4.1673 -0.5292 -1.2130
H -2.8796 -0.4166 -2.1752
O -3.2502 -0.2559 -1.2854
H 3.0717 2.1016 -2.6274
H 2.3738 2.9155 -3.6916
O 2.3936 2.0273 -3.3292
H 0.0443 3.5012 2.9500
H 1.2222 3.3649 3.8427
O 0.8093 2.9252 3.0908
H 4.1237 -0.0111 -0.2246
H 2.6838 0.4023 0.1387
O 3.2418 0.1199 -0.6156
H -1.9074 -0.0045 -4.2542
H -2.5241 -1.3845 -4.1652
O -1.9864 -0.7638 -3.6566
*
```

Löwdin atomic charges, in units of e: -0.11, -0.13, -0.33, -0.07, 0.19, 0.14, 0.17, 0.15, 0.13, 0.09, 0.14, 0.14, 0.11, 0.15, 0.17, 0.11, 0.08, 0.14, 0.11, 0.17, 0.07, 0.06, -0.03, 0.07, 0.09, -0.06, 0.06, 0.00, -0.07, 0.05, 0.06, -0.06, 0.07, 0.07, -0.05, 0.08, 0.00, -0.07, 0.08, 0.08, -0.04

***

2) Below is 8 unconnected molecules or ions with the total composition C4H27N3O7, with properties calculated with wB97M-V/def2-TZVPD.

Calculated values
Orbital gap   9.51 eV

```
! RIJCOSX wB97M-V def2-TZVPD def2/J DEFGRID3
* xyz 2 1
C 1.6023 -1.4907 -0.1501
C 0.3778 -1.7973 -0.8973
C -0.0128 -0.5307 -1.7217
C 0.7335 -0.1523 -2.8164
N 0.5834 1.0215 -3.5708
N -1.2965 0.1238 -1.2551
N 1.2410 -0.6014 1.0091
H 2.0941 -2.5714 0.0901
H 2.3615 -0.8126 -0.7238
H 0.8047 -2.6143 -1.7695
H -0.4615 -2.3073 -0.4887
H 1.5891 -0.6254 -2.8331
H 0.9356 1.0088 -4.5261
H -0.3174 1.3999 -3.6938
H -1.1282 0.7567 -0.3878
H -1.7450 -0.8332 -0.9752
H -1.9315 0.4425 -1.9681
H 2.0668 -0.1671 1.4700
H 0.5860 0.1155 0.8008
H 0.8572 -1.3859 1.6838
H 4.3410 0.0731 1.1756
H 3.4749 1.5255 1.2921
O 3.4489 0.5406 1.2775
H 2.0061 3.5530 2.1870
H 1.6083 2.9415 3.6120
O 1.7757 2.8304 2.6462
H 0.3073 -4.4730 1.7721
H 1.4007 -3.8730 2.5358
O 0.9813 -3.8741 1.6716
H -2.7104 0.9327 3.9386
H -3.0771 0.4518 2.3819
O -2.4149 0.5027 3.1094
H -0.3318 2.3678 1.1360
H -0.9808 1.4999 2.2428
O -0.6630 1.4540 1.2845
H -2.3403 2.9883 -2.1404
H -2.1360 3.7630 -0.8605
O -2.1813 2.9211 -1.2071
H -3.3684 -2.3497 -2.0757
H -4.5626 -1.2997 -1.7145
O -3.5177 -1.4553 -1.5413
*
```

Löwdin atomic charges, in units of e: -0.22, -0.17, -0.21, -0.08, 0.11, 0.19, 0.15, 0.17, 0.15, 0.21, 0.10, 0.07, 0.12, 0.07, 0.13, 0.14, 0.12, 0.07, 0.07, 0.20, 0.14, 0.08, -0.06, -0.02, 0.10, 0.00, 0.01, 0.07, 0.00, 0.08, 0.08, -0.07, 0.08, 0.08, -0.11, 0.04, 0.01, 0.00, 0.13, 0.15, -0.16

***

Energy ordering: 1) at the bottom, the next structure 2.871 eV above.

***

1) Below is a molecular structure, C4H8N2, with properties calculated with wB97M-V/def2-TZVPD.

Calculated values
Orbital gap   9.91 eV

```
! RIJCOSX wB97M-V def2-TZVPD def2/J DEFGRID3
* xyz 0 1
C 1.7278 -0.2732 0.7541
C 0.4003 0.8167 -0.1186
N -0.3439 0.1327 -1.0834
C -1.6845 -0.1540 -0.7609
C -1.7682 -0.7293 0.5572
N -1.2986 -0.8565 1.6019
H 2.2194 -0.3465 -0.2109
H 1.9033 -1.2322 1.2996
H 2.1339 0.5360 1.3576
H -0.1014 1.3032 0.7187
H 1.0565 1.5530 -0.5803
H 0.0692 -0.7432 -1.3603
H -2.1287 -0.8080 -1.4932
H -2.1852 0.8012 -0.6814
*
```

Löwdin atomic charges, in units of e: -0.04, -0.17, -0.10, -0.25, -0.21, 0.17, 0.01, 0.04, 0.02, 0.09, 0.09, 0.12, 0.12, 0.12

***

2) Below is a single C4H8N2 molecule, with properties calculated with wB97M-V/def2-TZVPD.

Calculated values
SMILES string   [H]/N=C/C(CC)=N/[H]
Orbital gap   10.17 eV

```
! RIJCOSX wB97M-V def2-TZVPD def2/J DEFGRID3
* xyz 0 1
H -2.2009 -0.8560 -2.4748
N -1.4856 -0.7716 -1.7730
C -1.7396 -0.0426 -0.7936
C -0.6204 0.5313 0.0493
C 0.8013 0.1115 -0.2705
C 1.6202 -0.4702 0.9188
N -0.9569 1.1997 1.0310
H -0.2410 1.5102 1.7038
H -2.8417 0.1472 -0.3721
H 0.9112 -0.6408 -0.9913
H 1.3969 0.8770 -0.6822
H 1.2274 -1.4744 1.1303
H 1.3578 0.2209 1.8137
H 2.7713 -0.3422 0.7107
*
```

Löwdin atomic charges, in units of e: 0.05, 0.10, -0.20, -0.39, -0.22, -0.10, 0.15, 0.07, 0.14, 0.07, 0.09, 0.07, 0.07, 0.11

***

Energy ordering: 2) at the bottom, the next structure 1.340 eV above.